<1>
The following is a DFT calculation (ωB97M-V/def2-TZVPD) of a cluster of 7 separate species, C31H63BFO13 in total.

Positions of all 109 atoms, in Å:
C1 2.44680 1.12342 1.66955
C2 1.64628 1.45368 0.27756
C3 0.80894 2.86310 0.27260
C4 -0.09146 3.14301 1.61434
C5 0.70296 4.35836 2.44558
B1 -1.53623 3.78489 1.16274
C6 -2.66080 2.69694 0.66062
C7 -2.46442 1.17334 1.23119
O1 -3.33013 0.69828 2.16454
F1 -1.42134 0.21577 0.76637
H1 3.60891 1.11861 1.43324
H2 2.16137 0.00443 1.96329
H3 2.16766 1.80621 2.57947
H4 0.97480 0.53494 -0.07935
H5 2.47718 1.56019 -0.57284
H6 0.10762 2.83996 -0.67481
H7 1.52583 3.80147 0.13237
H8 -0.15465 2.24895 2.36713
H9 0.31635 4.36041 3.57076
H10 1.86609 4.21842 2.41916
H11 0.33460 5.37769 1.97123
H12 -1.30742 4.48699 0.21928
H13 -1.88604 4.49757 2.03169
H14 -3.70792 3.08047 1.08687
H15 -2.80432 2.63667 -0.50808
O2 5.13065 -2.37350 1.63867
C8 4.31712 -3.21235 2.01352
O3 3.25436 -3.53059 1.23876
C9 2.36187 -4.63248 1.48816
C10 1.24636 -4.22398 2.43073
C11 4.42685 -3.83187 3.37574
H16 2.90663 -5.51303 1.83919
H17 1.92930 -4.90395 0.51942
H18 1.63388 -3.93837 3.41178
H19 0.53499 -5.04348 2.56386
H20 0.71089 -3.35350 2.03539
H21 3.91613 -3.19613 4.10358
H22 5.48555 -3.90134 3.64029
H23 4.03451 -4.84661 3.42734
O4 3.27764 -5.35378 5.33165
C12 3.64632 -6.49256 5.60232
O5 4.09053 -7.31910 4.62740
C13 4.72872 -8.58855 4.86002
C14 3.70088 -9.69518 4.99627
C15 3.52287 -7.02690 6.99901
H24 5.40918 -8.54018 5.71442
H25 5.35153 -8.78593 3.98114
H26 3.05123 -9.53579 5.86042
H27 4.19200 -10.66582 5.10579
H28 3.05258 -9.72610 4.11337
H29 2.52576 -7.45341 7.13547
H30 3.65791 -6.19854 7.69988
H31 4.28193 -7.76550 7.25313
O6 -3.01199 3.69301 -2.46374
C16 -3.45253 3.13988 -3.46674
O7 -4.77726 2.89150 -3.58652
C17 -5.41776 2.43688 -4.79318
C18 -5.37049 0.92460 -4.89536
C19 -2.52627 2.64035 -4.53632
H32 -4.99979 2.93040 -5.67470
H33 -6.46270 2.75780 -4.72705
H34 -4.34287 0.55819 -4.95809
H35 -5.91589 0.58087 -5.77838
H36 -5.81680 0.46681 -4.00542
H37 -2.19148 1.63150 -4.28157
H38 -1.65946 3.30533 -4.58202
H39 -2.96564 2.64649 -5.53291
O8 4.64584 2.21294 4.41442
C20 5.74688 1.81762 4.04368
O9 6.73164 2.70056 3.75798
C21 8.10455 2.34267 3.51313
C22 8.32226 1.99578 2.05302
C23 5.99714 0.35740 3.80570
H40 8.43376 1.54725 4.18714
H41 8.70239 3.22541 3.76339
H42 7.73839 1.12085 1.75668
H43 9.37839 1.78994 1.85925
H44 8.00123 2.82375 1.41103
H45 5.70253 0.10246 2.78444
H46 5.38830 -0.21739 4.50897
H47 7.02893 0.05634 3.98191
O10 -8.87293 3.77834 -4.84693
C24 -8.72933 4.64151 -3.98651
O11 -7.83613 5.64263 -4.16233
C25 -7.73395 6.80444 -3.31813
C26 -6.83198 6.53334 -2.12960
C27 -9.46655 4.55452 -2.68250
H48 -8.72155 7.16766 -3.02136
H49 -7.28752 7.59342 -3.93253
H50 -7.23705 5.74577 -1.48938
H51 -6.70438 7.43767 -1.52858
H52 -5.84663 6.19264 -2.46686
H53 -8.89203 3.94153 -1.98327
H54 -10.43517 4.08045 -2.86328
H55 -9.68254 5.52461 -2.23692
O12 -3.89172 -0.32136 -6.67735
C28 -2.95347 -1.10210 -6.55025
O13 -2.68422 -1.66004 -5.34727
C29 -1.74498 -2.73031 -5.13454
C30 -0.34388 -2.18871 -4.92658
C31 -2.02706 -1.38083 -7.69724
H56 -1.79457 -3.46800 -5.93997
H57 -2.06707 -3.24646 -4.22398
H58 0.01740 -1.65894 -5.81147
H59 0.35297 -2.99993 -4.69930
H60 -0.33019 -1.47044 -4.09914
H61 -1.23404 -0.62873 -7.71166
H62 -2.59864 -1.31760 -8.62727
H63 -1.59297 -2.37952 -7.67577

Properties
**Total charge**: -1
**E_LUMO**: 1.53 eV
**Spin multiplicity**: 1
**Orbital gap**: 0.218 Eh
**E_HOMO**: -4.41 eV

Löwdin population analysis, charges in e, atoms 1 to 99: -0.141, -0.265, -0.210, -0.361, -0.158, -0.575, -0.112, -0.192, -0.093, -0.071, 0.065, 0.071, 0.068, 0.093, 0.090, 0.102, 0.113, 0.117, 0.075, 0.057, 0.072, 0.048, 0.031, 0.115, 0.081, 0.062, -0.496, -0.004, -0.226, -0.059, -0.008, 0.110, 0.119, 0.067, 0.079, 0.089, 0.101, 0.095, 0.037, 0.069, -0.481, -0.008, -0.227, -0.068, 0.011, 0.113, 0.124, 0.068, 0.081, 0.086, 0.100, 0.096, 0.071, 0.076, -0.495, -0.006, -0.215, -0.075, 0.012, 0.116, 0.102, 0.038, 0.079, 0.089, 0.095, 0.092, 0.069, 0.084, -0.504, -0.011, -0.238, -0.070, 0.005, 0.109, 0.118, 0.071, 0.076, 0.086, 0.082, 0.093, 0.069, 0.067, -0.507, -0.008, -0.233, -0.057, 0.006, 0.109, 0.121, 0.072, 0.082, 0.090, 0.103, 0.091, 0.070, 0.051, -0.481, 0.000, -0.226



<2>
The following is a DFT calculation (ωB97M-V/def2-TZVPD) of a cluster of 7 separate species, C31H63BFO13 in total.

Positions of all 109 atoms, in Å:
C1 2.45214 1.19164 1.64355
C2 1.66696 1.51028 0.34210
C3 0.86842 2.83211 0.35093
C4 0.02483 3.10379 1.63323
C5 0.76802 4.23639 2.42247
B1 -1.43966 3.73527 1.20983
C6 -2.57222 2.61649 0.71485
C7 -2.37031 1.23440 1.22510
O1 -3.03318 0.73078 2.02686
F1 -1.36748 0.46235 0.70892
H1 3.52131 1.18777 1.41892
H2 2.19966 0.16486 1.93252
H3 2.20982 1.83353 2.48594
H4 1.04152 0.67306 0.03423
H5 2.41694 1.60522 -0.45874
H6 0.20133 2.80910 -0.51850
H7 1.53273 3.69104 0.20541
H8 -0.01977 2.25045 2.32560
H9 0.42709 4.22857 3.46401
H10 1.85705 4.11957 2.39224
H11 0.43526 5.19027 2.00327
H12 -1.22665 4.46773 0.25222
H13 -1.82254 4.45096 2.11831
H14 -3.53350 2.93452 1.11837
H15 -2.71357 2.56511 -0.37757
O2 5.00211 -2.25481 1.48978
C8 4.18903 -3.05313 1.87654
O3 3.10992 -3.31066 1.11478
C9 2.18751 -4.36798 1.38468
C10 1.10723 -3.92953 2.35162
C11 4.28919 -3.70587 3.23307
H16 2.70807 -5.26588 1.72481
H17 1.73632 -4.61565 0.42354
H18 1.52407 -3.66742 3.32416
H19 0.37421 -4.72539 2.49308
H20 0.59566 -3.04456 1.97108
H21 3.81398 -3.06660 3.97443
H22 5.34430 -3.81581 3.48083
H23 3.85535 -4.69330 3.27283
O4 3.06888 -5.25955 5.24737
C12 3.38321 -6.39096 5.49214
O5 3.77060 -7.19850 4.48140
C13 4.35070 -8.49050 4.67338
C14 3.28928 -9.56346 4.80338
C15 3.26912 -6.96078 6.88633
H24 5.04281 -8.48739 5.51670
H25 4.94923 -8.67844 3.78266
H26 2.66397 -9.40479 5.68248
H27 3.74925 -10.54939 4.88007
H28 2.63073 -9.55009 3.93436
H29 2.26102 -7.34780 7.03044
H30 3.44545 -6.15704 7.59724
H31 3.99589 -7.74021 7.10595
O6 -2.96634 3.61714 -2.38263
C16 -3.39430 3.06081 -3.35389
O7 -4.71296 2.79042 -3.44629
C17 -5.33635 2.31355 -4.64388
C18 -5.24650 0.80622 -4.74193
C19 -2.47105 2.56455 -4.44494
H32 -4.92864 2.81103 -5.52607
H33 -6.38117 2.61577 -4.57603
H34 -4.22169 0.47768 -4.80132
H35 -5.77798 0.44397 -5.61943
H36 -5.68115 0.34634 -3.85076
H37 -2.11932 1.56618 -4.18460
H38 -1.61882 3.23865 -4.50023
H39 -2.92533 2.54630 -5.43397
O8 4.71461 2.27694 4.34159
C20 5.76735 1.87277 3.94093
O9 6.75142 2.75449 3.63594
C21 8.08955 2.36667 3.33889
C22 8.25897 2.03110 1.87073
C23 5.99148 0.40367 3.67627
H40 8.41630 1.55288 3.98918
H41 8.70808 3.22958 3.58765
H42 7.64864 1.17483 1.58270
H43 9.30274 1.80288 1.64723
H44 7.94331 2.87254 1.25319
H45 5.66375 0.16864 2.66343
H46 5.38968 -0.16359 4.38234
H47 7.02203 0.07914 3.81176
O10 -8.80957 3.59409 -4.69021
C24 -8.68242 4.44284 -3.84714
O11 -7.80852 5.44428 -4.03386
C25 -7.71851 6.59475 -3.18761
C26 -6.80672 6.34198 -2.00352
C27 -9.42071 4.34669 -2.53333
H48 -8.71017 6.93656 -2.88489
H49 -7.29601 7.38339 -3.80959
H50 -7.19308 5.55163 -1.36007
H51 -6.69428 7.24824 -1.40727
H52 -5.82153 6.02208 -2.34371
H53 -8.83293 3.74791 -1.83838
H54 -10.37242 3.85175 -2.71367
H55 -9.64913 5.31103 -2.08462
O12 -3.64808 -0.46206 -6.61778
C28 -2.70518 -1.19332 -6.47536
O13 -2.45789 -1.70716 -5.25693
C29 -1.49060 -2.72801 -4.99724
C30 -0.11406 -2.14215 -4.75953
C31 -1.73834 -1.47249 -7.60291
H56 -1.49246 -3.47908 -5.78938
H57 -1.83098 -3.23065 -4.09290
H58 0.25905 -1.62247 -5.64307
H59 0.59544 -2.92694 -4.49515
H60 -0.14838 -1.41370 -3.94899
H61 -0.97123 -0.69891 -7.61323
H62 -2.28975 -1.43846 -8.53984
H63 -1.26913 -2.45266 -7.54888

Properties
**Total charge**: -1
**E_LUMO**: 1.57 eV
**Spin multiplicity**: 1
**Orbital gap**: 0.213 Eh
**E_HOMO**: -4.23 eV

Löwdin population analysis, charges in e, atoms 1 to 99: -0.099, -0.250, -0.216, -0.379, -0.139, -0.475, -0.108, -0.543, 0.125, 0.052, 0.051, 0.058, 0.053, 0.077, 0.084, 0.090, 0.100, 0.105, 0.061, 0.053, 0.054, 0.057, 0.045, 0.087, 0.068, 0.087, -0.519, 0.002, -0.233, -0.054, 0.001, 0.110, 0.118, 0.067, 0.079, 0.088, 0.098, 0.093, 0.033, 0.101, -0.506, -0.004, -0.236, -0.065, 0.017, 0.113, 0.123, 0.068, 0.081, 0.084, 0.097, 0.092, 0.070, 0.111, -0.518, -0.001, -0.222, -0.069, 0.017, 0.115, 0.101, 0.032, 0.078, 0.089, 0.091, 0.088, 0.067, 0.117, -0.522, -0.007, -0.251, -0.066, 0.011, 0.108, 0.118, 0.070, 0.076, 0.083, 0.080, 0.089, 0.069, 0.090, -0.534, 0.000, -0.236, -0.052, 0.012, 0.108, 0.119, 0.072, 0.082, 0.088, 0.100, 0.087, 0.069, 0.086, -0.511, 0.004, -0.233



Verdict on stability: <2> comes out on top.



<1>
The following is a DFT calculation (ωB97M-V/def2-TZVPD) of a cluster of 3 separate species, H7O3 in total.

Positions of all 10 atoms, in Å:
O1 0.82884 -1.50597 -1.81273
H1 1.17660 -2.44228 -1.88988
H2 -0.16238 -1.55405 -1.93118
O2 -1.50052 1.14160 1.30729
H3 -1.34613 1.46727 2.22268
H4 -2.13945 1.71582 0.84990
O3 0.86272 0.48148 0.42033
H5 1.52851 -0.12345 0.81527
H6 -0.14061 0.71390 0.52736
H7 0.89242 0.10570 -0.50904

Properties
**Total charge**: +2
**E_LUMO (spin up / spin down)**: -9.74 / -17.79 eV
**Spin multiplicity**: 2
**Orbital gap (spin up / spin down)**: 0.448 / 0.117 Eh
**E_HOMO (spin up / spin down)**: -21.94 / -20.96 eV

Okay, here come the natural (NBO) numbers, in e, for every atom: -0.233, 0.571, 0.552, -0.878, 0.543, 0.538, -0.794, 0.594, 0.587, 0.520



<2>
The following is a DFT calculation (ωB97M-V/def2-TZVPD) of a structure of composition H7O3.

Positions of all 10 atoms, in Å:
O1 0.23861 2.15569 0.56260
H1 -0.36267 2.69008 1.13480
H2 1.02502 2.13391 1.15568
O2 0.24135 -1.98673 -1.16085
H3 0.26161 -2.94479 -0.86529
H4 0.74465 -1.84811 -2.01685
O3 -0.55377 -0.14977 0.48583
H5 -0.21321 -0.71034 -0.28097
H6 -0.56431 -0.70594 1.29455
H7 -0.33392 0.99210 0.65974

Properties
**Total charge**: +2
**E_LUMO (spin up / spin down)**: -9.73 / -18.02 eV
**Spin multiplicity**: 2
**Orbital gap (spin up / spin down)**: 0.483 / 0.173 Eh
**E_HOMO (spin up / spin down)**: -22.87 / -22.73 eV

Okay, here come the natural (NBO) numbers, in e, for every atom: -0.833, 0.542, 0.535, -0.240, 0.584, 0.583, -0.773, 0.516, 0.555, 0.531



Verdict on stability: <2> comes out on top.



<1>
The following is a DFT calculation (ωB97M-V/def2-TZVPD) of an isolated molecule of C2H7NO.

Positions of all 11 atoms, in Å:
C1 0.08907 -0.37974 1.31213
N1 0.01703 0.72148 0.35978
C2 0.20038 0.50768 -1.10246
O1 -0.66845 -0.59049 -1.45688
H1 0.49398 -0.33966 2.38096
H2 0.66180 -1.19374 0.85277
H3 -0.99987 -0.71662 1.29939
H4 -0.47706 1.69735 0.70007
H5 -0.39322 1.39271 -1.66555
H6 1.24744 0.44149 -1.27025
H7 -0.17111 -1.54047 -1.40996

Properties
**E_LUMO**: 0.89 eV
**Spin multiplicity**: 1
**Orbital gap**: 0.332 Eh
**E_HOMO**: -8.15 eV

Okay, here come the natural (NBO) numbers, in e, for every atom: -0.426, -0.710, 0.096, -0.740, 0.207, 0.183, 0.187, 0.383, 0.185, 0.168, 0.466



<2>
The following is a DFT calculation (ωB97M-V/def2-TZVPD) of a cluster of 2 separate species, C2H7NO in total.

Positions of all 11 atoms, in Å:
C1 -0.72994 -2.09234 0.83134
C2 -0.91033 -0.77326 0.97673
N1 -1.02456 0.03335 -0.16381
H1 -0.06868 -2.53643 0.09291
H2 -1.03546 -2.80604 1.58712
H3 -0.83932 -0.22113 1.91071
H4 -1.75424 -0.36716 -0.73430
H5 -1.30538 0.99979 -0.08476
O1 2.27169 2.18567 -1.19066
H6 1.66421 1.44128 -1.08280
H7 1.77302 2.75807 -1.78340

Properties
**E_LUMO**: 0.83 eV
**Spin multiplicity**: 1
**Orbital gap**: 0.338 Eh
**E_HOMO**: -8.36 eV

Okay, here come the natural (NBO) numbers, in e, for every atom: -0.535, 0.019, -0.832, 0.212, 0.202, 0.185, 0.377, 0.373, -0.936, 0.472, 0.463



Verdict on stability: <2> comes out on top.



<1>
The following is a DFT calculation (ωB97M-V/def2-TZVPD) of an isolated molecule of C3H3N3S.

Positions of all 10 atoms, in Å:
S1 3.24726 -0.00957 -0.00152
N1 2.01687 -0.99833 0.00022
C1 0.73475 -0.51264 -0.00380
C2 0.24903 0.78927 -0.00517
N2 -1.09308 0.68052 -0.00351
C3 -1.38954 -0.66783 0.00267
N3 -0.33028 -1.40140 -0.00036
H1 0.76596 1.73701 0.01590
H2 -1.77571 1.41025 0.00906
H3 -2.42525 -1.02728 -0.01351

Properties
**E_LUMO**: -1.25 eV
**Spin multiplicity**: 1
**Orbital gap**: 0.255 Eh
**E_HOMO**: -8.19 eV

Okay, here come the natural (NBO) numbers, in e, for every atom: 0.251, -0.475, 0.134, -0.032, -0.510, 0.168, -0.399, 0.236, 0.423, 0.203



<2>
The following is a DFT calculation (ωB97M-V/def2-TZVPD) of an isolated molecule of C3H3N3S.

Positions of all 10 atoms, in Å:
S1 -2.25578 -0.22985 -0.13386
C1 -0.53047 -0.06611 -0.06713
C2 0.23935 1.10110 -0.04661
N1 1.54597 1.00967 -0.11153
N2 2.18429 -0.13168 -0.13384
N3 1.56919 -1.27956 -0.01460
C3 0.23516 -1.24462 -0.06310
H1 -2.64777 1.05915 0.48519
H2 -0.20331 2.07711 0.01472
H3 -0.13664 -2.29521 0.07076

Properties
**E_LUMO**: -0.16 eV
**Spin multiplicity**: 1
**Orbital gap**: 0.351 Eh
**E_HOMO**: -9.70 eV

Okay, here come the natural (NBO) numbers, in e, for every atom: 0.071, -0.237, 0.018, -0.221, -0.015, -0.202, -0.005, 0.160, 0.209, 0.223



<3>
The following is a DFT calculation (ωB97M-V/def2-TZVPD) of an isolated molecule of C3H3N3S.

Positions of all 10 atoms, in Å:
H1 -2.29345 0.96909 -0.81553
N1 -1.33163 1.30844 -0.87184
C1 -0.56636 0.45563 -0.32592
C2 -0.78550 -0.87138 0.28603
N2 0.30348 -1.39608 0.72596
C3 1.35879 -0.45880 0.46499
S1 2.91691 -0.68843 0.82706
N3 0.80669 0.62688 -0.17243
H2 -1.76657 -1.33585 0.35942
H3 1.35764 1.39051 -0.47774

Properties
**E_LUMO**: -1.46 eV
**Spin multiplicity**: 1
**Orbital gap**: 0.285 Eh
**E_HOMO**: -9.20 eV

Okay, here come the natural (NBO) numbers, in e, for every atom: 0.346, -0.591, 0.339, 0.060, -0.379, 0.168, 0.012, -0.604, 0.213, 0.435



<4>
The following is a DFT calculation (ωB97M-V/def2-TZVPD) of an isolated molecule of C3H3N3S.

Positions of all 10 atoms, in Å:
S1 2.56841 -0.26957 0.05271
C1 0.89208 -0.33553 -0.13234
N1 0.48690 0.97887 -0.20999
C2 -0.86470 1.06878 -0.14114
N2 -1.69541 0.04460 0.33671
C3 -1.22255 -1.24814 -0.05518
N3 0.16230 -1.40686 -0.15530
H1 2.95410 1.12763 0.50990
H2 -1.45969 2.09275 -0.14036
H3 -1.82144 -2.05253 -0.06499

Properties
**E_LUMO**: -0.26 eV
**Spin multiplicity**: 1
**Orbital gap**: 0.335 Eh
**E_HOMO**: -9.39 eV

Okay, here come the natural (NBO) numbers, in e, for every atom: 0.072, 0.233, -0.502, 0.274, -0.491, 0.312, -0.495, 0.197, 0.209, 0.190



Verdict on stability: <3> comes out on top.